A 11-piece molecular cluster, C43H118N10O11 overall. Source: the OMol25 dataset; level of theory: ωB97M-V/def2-TZVPD.

Output
* energy relative to the best compared isomer or geometry (same formula, charge and spin): 0.000 eV
* frontier orbital gap: 9.1793 eV
* LUMO level: 0.380 eV
* SMILES: COC[C@H](C)N.COC[C@H](C)N.COC[C@H](C)N.COC[C@H](C)N.COC[C@H](C)N.COC[C@H](C)N.COC[C@H](C)N.COC[C@H](C)N.COC[C@H](C)N.COC[C@H](C)N.CC(C)O
* highest occupied orbital energy: -8.800 eV

Atoms and positions in Å:
C 1.12743 -7.15582 0.21272
C 2.22540 -6.33518 -0.44364
C 3.21967 -5.91134 0.62001
O 2.50539 -5.16967 1.56510
C 3.23570 -4.79061 2.70299
N 2.84537 -7.11568 -1.51661
H 0.45793 -7.63030 -0.49720
H 0.62181 -6.64472 1.02044
H 1.57007 -8.02649 0.71490
H 1.82608 -5.41651 -0.88316
H 4.03159 -5.33539 0.16598
H 3.68754 -6.75713 1.12277
H 4.13546 -4.21864 2.40259
H 3.49314 -5.66053 3.29871
H 2.66765 -4.13659 3.38134
H 3.13940 -8.07120 -1.23037
H 3.60802 -6.62103 -1.96117
C -0.35465 8.66058 -0.27035
C -0.77462 7.24841 0.07816
C -0.27721 6.29812 -0.92160
O -0.80109 5.03685 -0.58136
C -0.49100 4.02697 -1.61177
N -0.43857 6.76551 1.39627
H -0.73217 9.48844 0.32154
H -0.67698 8.83246 -1.29853
H 0.73759 8.68866 -0.21077
H -1.86331 7.19709 -0.03379
H 0.80913 6.19986 -0.93676
H -0.60026 6.63092 -1.94645
H 0.41544 3.53225 -1.30444
H -0.34131 4.54475 -2.58488
H -1.34902 3.38402 -1.53711
H 0.55457 6.70830 1.49262
H -0.73950 5.80280 1.49531
C 2.95016 2.51184 3.84240
C 2.60878 3.74797 2.99508
C 2.59074 3.38676 1.58158
O 3.84318 2.94795 1.14526
C 3.64585 2.56572 -0.18532
N 1.31936 4.38427 3.32206
H 2.26263 1.66318 3.72989
H 2.94218 2.84252 4.89453
H 3.91149 2.02470 3.57699
H 3.42873 4.47339 3.17251
H 2.19319 4.28142 1.05495
H 1.80657 2.62805 1.47002
H 2.87583 1.75093 -0.18452
H 4.59028 2.23993 -0.65020
H 3.36029 3.39362 -0.82912
H 0.62644 3.65096 3.55251
H 1.39550 5.00523 4.12187
C -2.33472 -0.79618 3.80485
C -3.74317 -1.31280 4.01162
C -3.94533 -1.50711 5.48663
O -3.97930 -0.27211 6.19721
C -4.40954 -0.67939 7.49416
N -4.74908 -0.41551 3.44621
H -1.58482 -1.53391 4.10861
H -2.10957 0.16100 4.31951
H -2.18002 -0.62738 2.72835
H -3.83474 -2.29421 3.55317
H -3.14513 -2.18376 5.85067
H -4.88527 -2.08230 5.67686
H -5.30668 -1.30419 7.49445
H -4.49063 0.21975 8.11307
H -3.63994 -1.22657 8.03773
H -4.90801 0.32509 4.10310
H -4.37529 0.05522 2.63715
C 5.88876 -2.63140 0.38957
C 5.70002 -1.47079 -0.57290
C 6.94341 -1.31190 -1.43647
O 7.01162 -2.35419 -2.37622
C 8.16663 -2.16807 -3.20243
N 4.46444 -1.69064 -1.28890
H 4.91498 -2.84622 0.83437
H 6.61690 -2.43002 1.17070
H 6.22507 -3.52487 -0.15703
H 5.63032 -0.53056 -0.02134
H 7.84200 -1.32674 -0.79923
H 6.97790 -0.35445 -1.97474
H 9.06051 -2.15295 -2.60302
H 8.02851 -1.26404 -3.80084
H 8.25930 -2.96818 -3.96355
H 4.40045 -0.93737 -1.98427
H 4.51209 -2.51168 -1.87424
C -2.84325 0.77863 -5.25799
C -4.27597 0.54097 -4.88800
C -4.97489 1.89712 -4.81258
O -6.33579 1.70469 -4.48092
C -6.60693 1.63455 -3.08919
N -5.00471 -0.41100 -5.74285
H -2.41352 1.54161 -4.59826
H -2.74328 1.03129 -6.32272
H -2.17083 -0.06682 -5.09145
H -4.27547 0.02149 -3.92423
H -4.98274 2.38466 -5.79707
H -4.41355 2.43330 -4.02389
H -6.47860 2.56281 -2.62203
H -5.89653 1.02509 -2.60267
H -7.62534 1.29776 -2.98201
H -5.07259 0.05160 -6.65253
H -5.96550 -0.38037 -5.38600
C -1.91262 -4.16458 -3.05423
C -3.18058 -3.51830 -3.61097
C -3.53318 -2.40325 -2.60532
O -3.79806 -2.90723 -1.27160
C -4.17616 -1.79708 -0.47051
N -2.94752 -2.93413 -4.93178
H -2.09965 -4.48927 -2.02347
H -1.11071 -3.40700 -3.03330
H -1.46200 -5.04662 -3.55343
H -3.97299 -4.29308 -3.61065
H -4.41096 -1.82289 -2.94969
H -2.67871 -1.72031 -2.56077
H -5.11475 -1.35767 -0.81496
H -3.37030 -1.06767 -0.43965
H -4.34291 -2.19012 0.52811
H -2.57916 -3.63970 -5.58531
H -3.81578 -2.58269 -5.31916
C 2.48178 3.10008 -3.93162
C 2.00367 1.71180 -4.42477
C 2.55173 0.62093 -3.54280
O 3.94976 0.73215 -3.35842
C 4.63961 0.35097 -4.52462
N 0.56354 1.50043 -4.39291
H 2.12048 3.95356 -4.48576
H 3.57350 3.11433 -3.89682
H 2.16422 3.29665 -2.90525
H 2.39946 1.64795 -5.47904
H 2.28468 -0.36401 -3.97679
H 2.01865 0.64691 -2.59050
H 4.44061 -0.68318 -4.73312
H 5.71018 0.31526 -4.22442
H 4.58287 1.05859 -5.31420
H 0.11276 2.15024 -5.02366
H 0.35029 0.56494 -4.76300
C -0.52935 -2.92768 1.02358
C 0.50851 -2.09413 0.29176
C 0.37369 -0.66467 0.47029
O -0.86640 -0.13134 0.04055
C -0.90513 0.18621 -1.34533
N 1.87056 -2.31100 0.78871
H -0.64392 -2.48995 2.00969
H -0.21273 -3.97762 1.08504
H -1.47682 -2.96067 0.45666
H 0.45670 -2.32207 -0.79714
H 1.22944 -0.12148 0.06203
H 0.37635 -0.48240 1.53792
H -0.95656 -0.73233 -1.94405
H -0.11873 0.83923 -1.70740
H -1.85456 0.69454 -1.51453
H 2.50744 -1.85563 0.11032
H 2.09631 -3.31356 0.75221
C -2.82173 3.91934 2.94203
C -2.57779 2.51105 2.37539
C -3.53782 2.27145 1.22592
O -4.88273 2.31300 1.65497
C -5.69289 1.91954 0.57397
N -1.18361 2.36127 2.03967
H -2.59066 4.62378 2.14401
H -2.14698 4.05173 3.77616
H -3.88764 4.06088 3.14711
H -2.72477 1.80206 3.20871
H -3.29828 1.32205 0.73229
H -3.42149 3.07421 0.47806
H -5.53689 0.88260 0.27478
H -5.49024 2.54963 -0.29370
H -6.68894 2.12546 0.97081
H -0.88663 3.17797 1.48708
H -0.96897 1.49367 1.53226
C 1.90685 -1.22334 4.31155
C 1.03015 -1.41306 5.53097
C 0.66921 -2.87083 5.63051
O 1.69545 -0.92495 6.76327
H 1.85155 -0.19353 3.89538
H 1.73179 -1.94711 3.53922
H 2.95917 -1.25124 4.51426
H 0.19661 -0.72075 5.45931
H -0.00598 -3.13554 4.82088
H 0.16930 -3.19540 6.52708
H 1.58715 -3.46436 5.50246
H 2.48219 -1.47760 6.82932